Density functional theory data (ωB97M-V/def2-TZVPD) for 2 unconnected molecules or ions with the total composition CH5S3.

Each line ends with the Mulliken charge.
Element x y z (Å)
S 1.41741 -3.04402 0.23426  -0.380
H 2.29954 -2.11537 0.58809  0.089
C -0.51659 1.77948 -0.39332  -0.747
S -0.50048 0.64417 1.04113  -0.175
S -1.45840 -1.02570 0.32701  -0.629
H -0.72797 1.13486 -1.24455  0.239
H -1.28565 2.54067 -0.32301  0.238
H 0.46030 2.25307 -0.51097  0.241
H 0.31184 -2.16715 0.28136  0.123

Its net charge is -1. As for the HOMO-LUMO gap: 6.20 eV.

=====

Density functional theory data (ωB97M-V/def2-TZVPD) for a molecular structure, C24H49NO37S8.

Each line ends with the Mulliken charge.
Element x y z (Å)
C 7.07508 0.34631 -0.14385  -0.807
C 5.44233 0.16666 -0.20595  0.332
O 4.89020 1.22194 -1.09230  -0.484
C 4.99943 -1.35132 -0.73072  -0.597
O 3.57027 -1.27169 -1.07020  0.276
N 2.87395 -2.30681 -0.51062  -0.216
C 1.82268 -2.63893 -1.57633  -0.602
C 2.15274 -1.64961 0.68498  0.465
O 2.86770 -1.36416 1.78302  -0.558
O 0.72514 -1.34800 0.47675  -0.337
C 0.37908 0.02216 0.88444  -0.371
C 1.18730 1.21041 0.09565  0.211
C 0.57747 1.58753 -1.38937  0.182
O 1.59997 1.44734 -2.47879  -0.640
H 7.48542 -0.33781 0.74030  0.017
H 7.59743 0.01127 -1.14570  0.288
H 7.32783 1.46339 0.11447  0.290
H 5.04073 0.32784 0.88460  0.204
H 4.89015 0.88899 -2.04810  0.313
H 5.69450 -1.68348 -1.63419  0.251
H 5.15435 -2.18234 0.10358  0.321
H 1.31366 -1.68815 -2.04360  0.128
H 1.04237 -3.42700 -1.15763  0.306
H 2.37510 -3.18292 -2.48285  0.195
H -0.77460 0.16575 0.61253  0.149
H 0.44682 0.20338 2.06203  0.312
H 2.34509 1.04800 0.00221  0.191
H 1.05443 2.19596 0.75613  -0.168
H 0.27120 2.74059 -1.42125  0.063
H -0.41838 0.99911 -1.64488  0.057
H 2.35700 0.86600 -2.17398  0.291
C 11.35002 -2.02240 3.75993  -0.342
C 10.26032 -1.13616 4.35729  -0.331
O 9.67868 -0.45917 3.24546  -0.330
S 9.74355 -1.43340 1.93890  1.173
O 8.46431 -2.09424 1.80486  -0.517
O 10.37196 -0.70844 0.85912  -0.576
O 10.81308 -2.51145 2.53203  -0.197
H 12.24918 -1.44130 3.53102  0.292
H 11.61325 -2.85400 4.41904  0.288
H 10.65629 -0.41967 5.08091  0.344
H 9.47881 -1.73859 4.83232  0.270
C -4.80440 3.13085 -1.10136  0.080
C -3.63198 2.95909 -2.06345  -0.425
O -2.49759 3.46498 -1.36343  -0.278
S -2.69175 3.18614 0.23186  1.077
O -1.96967 1.97980 0.57022  -0.478
O -2.51535 4.43349 0.93854  -0.594
O -4.28271 2.83229 0.19243  -0.276
H -5.16022 4.16618 -1.09452  0.183
H -5.63606 2.46274 -1.34062  -0.002
H -3.77964 3.50056 -3.00088  0.398
H -3.45117 1.90078 -2.27936  0.247
C 0.83413 5.62222 1.53152  -0.133
C 2.00656 5.45045 0.56943  -0.130
O 3.14094 5.95635 1.26944  -0.348
S 2.94678 5.67750 2.86474  1.084
O 3.66886 4.47117 3.20310  -0.516
O 3.12318 6.92486 3.57141  -0.546
O 1.35583 5.32365 2.82531  -0.306
H 0.47832 6.65755 1.53836  0.350
H 0.00248 4.95411 1.29225  0.085
H 1.85889 5.99193 -0.36800  0.320
H 2.18736 4.39214 0.35351  0.178
C 1.97644 -1.46185 -5.20905  -0.120
C 2.37695 -1.75886 -6.65165  -0.367
O 2.04769 -3.13103 -6.85540  -0.333
S 0.74013 -3.50171 -5.95357  1.076
O -0.42956 -3.42018 -6.79992  -0.545
O 1.05213 -4.66187 -5.15165  -0.537
O 0.76558 -2.18461 -4.99311  -0.243
H 2.72721 -1.83739 -4.50629  0.124
H 1.81912 -0.39390 -5.03582  0.299
H 3.44061 -1.58656 -6.83252  0.319
H 1.78704 -1.16198 -7.35526  0.312
C -6.71144 -0.68323 1.26601  -0.266
C -7.80115 0.20301 1.86337  -0.035
O -8.38278 0.88000 0.75154  -0.253
S -8.31792 -0.09423 -0.55502  1.100
O -9.59716 -0.75507 -0.68906  -0.575
O -7.68950 0.63073 -1.63480  -0.504
O -7.24838 -1.17228 0.03812  -0.332
H -5.81228 -0.10213 1.03710  0.178
H -6.44822 -1.51483 1.92512  0.325
H -7.40518 0.91950 2.58699  0.360
H -8.58266 -0.39942 2.33840  -0.010
C 10.15464 -6.72176 0.94638  -0.321
C 9.11370 -7.28888 1.90792  -0.413
O 8.83697 -6.23205 2.82406  -0.333
S 8.99080 -4.80513 2.04904  1.078
O 7.67430 -4.37111 1.63721  -0.549
O 9.89433 -3.96952 2.80521  -0.414
O 9.77690 -5.36256 0.73404  -0.313
H 11.15293 -6.73162 1.39566  0.266
H 10.17836 -7.26366 -0.00285  0.305
H 9.47435 -8.17383 2.43759  0.319
H 8.18400 -7.53289 1.38308  0.301
C -10.03804 3.82111 -3.73437  -0.338
C -9.51091 5.23830 -3.94276  -0.406
O -8.81214 5.55695 -2.74152  -0.332
S -8.15728 4.19319 -2.13183  1.252
O -6.77407 4.13123 -2.54898  -0.580
O -8.57033 4.06447 -0.75370  -0.583
O -9.00730 3.13077 -3.02996  -0.237
H -10.93618 3.82274 -3.10836  0.311
H -10.25588 3.31842 -4.68048  0.295
H -10.31233 5.95817 -4.12522  0.318
H -8.79423 5.27451 -4.77004  0.288
C -11.71545 -3.25101 4.36196  -0.299
C -11.60161 -2.53545 3.01856  -0.272
O -11.69493 -1.14648 3.32647  -0.294
S -11.04084 -0.88479 4.79757  1.103
O -9.68024 -0.43141 4.61224  -0.506
O -12.00408 -0.17420 5.60606  -0.544
O -10.99656 -2.43876 5.28860  -0.310
H -12.75762 -3.30447 4.69298  0.287
H -11.29252 -4.25867 4.33011  0.306
H -12.39002 -2.82978 2.32174  0.320
H -10.62410 -2.71437 2.55836  0.216

As for the HOMO-LUMO gap: 9.74 eV.

=====

Density functional theory data (ωB97M-V/def2-TZVPD) for 10 unconnected molecules or ions with the total composition C5H31N2O9.

Each line ends with the Mulliken charge.
Element x y z (Å)
C 1.39383 -0.97763 -1.57205  -0.767
N 0.18029 -1.77985 -1.66227  -0.504
C 1.08357 0.41825 -1.10401  0.025
N 0.95284 0.51263 0.44578  0.402
C 1.49247 1.79108 0.94728  -0.261
C 2.39013 2.45068 -0.05170  -0.688
C 2.23350 1.48585 -1.21874  -0.914
H 1.86769 -0.99618 -2.54845  0.489
H 2.10137 -1.46696 -0.89202  0.012
H -0.09921 -1.97556 -2.63571  0.264
H -0.64938 -1.35393 -1.28801  0.211
H 0.17928 0.88365 -1.47954  0.600
H 1.29564 -0.33668 0.95115  0.097
H -0.02496 0.55386 0.77625  0.359
H 2.08668 1.57398 1.83882  0.297
H 0.66250 2.41207 1.35854  0.256
H 2.18072 3.47561 -0.43176  0.326
H 3.37811 2.72493 0.32817  0.313
H 2.21353 2.10614 -2.13883  0.392
H 3.14895 0.88526 -1.42870  0.326
H -3.36427 -1.03002 -1.61987  0.326
H -3.45817 -2.55090 -1.61320  0.253
O -2.89998 -1.82967 -1.30637  -0.564
H -3.20444 0.90051 3.08973  0.298
H -4.15623 1.76665 2.08066  0.316
O -3.27171 1.47049 2.31812  -0.599
H -0.38095 -1.45134 2.31435  0.275
H -1.49505 -1.99713 1.49033  0.275
O -0.83041 -1.29913 1.46954  -0.517
H 2.56803 -1.23894 2.98691  0.283
H 1.67633 -1.96471 1.94870  0.248
O 1.82085 -1.11519 2.39459  -0.715
H 4.16619 -3.42822 0.24547  0.297
H 2.57507 -3.07933 0.20724  0.358
O 3.47678 -2.78374 0.41326  -0.630
H 0.31684 -3.12182 -0.50505  0.357
H 0.24515 -4.12722 0.74169  0.282
O 0.82207 -3.48245 0.32290  -0.710
H -1.66411 2.66062 2.27249  0.313
H -0.97170 3.11134 3.40107  0.288
O -0.70866 2.87763 2.49447  -0.665
H -5.25598 0.20064 -0.78864  0.324
H -3.99915 0.62514 0.16071  0.303
O -4.32181 0.40968 -0.71516  -0.646
H -1.34535 3.15592 -4.38950  0.314
H -2.67819 2.41043 -3.83262  0.310
O -1.72872 2.52353 -3.77604  -0.612

Its net charge is +1. As for the HOMO-LUMO gap: 10.12 eV.

=====

Density functional theory data (ωB97M-V/def2-TZVPD) for a molecular structure, C3H4N2O2S2.

Each line ends with the Mulliken charge.
Element x y z (Å)
C 2.87720 1.97465 2.02391  0.614
C 1.70038 1.99375 -0.96676  0.503
C -0.16892 0.19861 2.02964  -0.928
N 2.32292 1.34849 1.16385  -0.607
N 1.44310 1.45194 0.16406  0.420
O 3.46735 2.53100 2.83006  -0.370
O -0.36836 1.63803 -1.75787  -0.821
S 2.45212 2.69783 -2.12183  -0.233
S -0.26311 0.99643 0.37389  0.230
H 0.11166 -0.90090 2.17160  0.297
H -1.23123 0.17249 2.14084  0.332
H 0.23623 0.82100 2.80214  0.289
H -0.60405 2.63452 -1.90578  0.274

As for the HOMO-LUMO gap: 7.69 eV.

=====

Density functional theory data (ωB97M-V/def2-TZVPD) for a molecular structure, C8H27NNdOP2.

Each line ends with the Löwdin spin population.
Element x y z (Å)
Nd 0.56904 0.67812 0.73286  3.063
H 0.49592 0.92516 3.08314  0.000
H 1.15936 0.51133 3.01915  -0.001
P -1.78622 1.98585 -0.20167  -0.008
P 2.52919 -0.68682 -0.80684  -0.009
C 2.49943 -2.49693 -1.05999  -0.001
H 3.48756 -2.87531 -1.34850  0.000
H 2.17132 -2.98500 -0.13273  0.000
H 1.76457 -2.73241 -1.84274  0.000
C 3.41345 -0.01200 -2.24940  -0.002
H 3.56508 1.06394 -2.08084  0.000
H 4.37487 -0.51597 -2.41031  0.000
H 2.77218 -0.12562 -3.13562  0.000
C 3.78013 -0.51617 0.54350  0.001
H 3.43589 -1.03781 1.44536  0.000
H 4.73445 -0.93681 0.21541  0.000
H 3.90727 0.54596 0.79328  0.000
C -1.93593 3.13201 -1.60946  -0.001
H -2.80376 3.79636 -1.50486  0.000
H -1.00755 3.71917 -1.66746  0.000
H -2.01977 2.54170 -2.53399  0.000
C -3.43356 1.20287 -0.04669  -0.001
H -3.48113 0.64400 0.89727  0.000
H -4.23108 1.95506 -0.07141  0.000
H -3.56699 0.48758 -0.87038  0.000
C -1.78323 3.14064 1.24073  0.000
H -0.83447 3.69383 1.26008  0.000
H -2.62075 3.83851 1.15360  0.000
H -1.86845 2.57644 2.17827  0.000
H 1.34238 2.28684 -0.50476  -0.014
H -0.05837 0.08936 -1.01670  -0.018
C -1.76348 -3.16701 1.90421  0.000
C -1.29622 -2.18463 0.90404  0.001
N -1.68613 -2.32643 -0.35874  -0.001
O -0.53535 -1.21500 1.24691  -0.005
H -2.40550 -3.93324 1.44842  0.000
H -2.32580 -2.66189 2.70118  0.000
H -0.90743 -3.66090 2.38303  0.000
H -1.36072 -1.66003 -1.05209  -0.002
H -2.29019 -3.08474 -0.64528  0.000

Its net charge is +1. As for the multiplicity: 4. Its expectation value of S² is 3.76. As for the HOMO-LUMO gap (spin up / spin down): 7.46 / 7.52 eV.

=====

Density functional theory data (ωB97M-V/def2-TZVPD) for a gas-phase ion, C8H9NO6 (charge -2).

Each line ends with the Mulliken charge.
Element x y z (Å)
C 1.80273 0.03221 0.23011  0.592
C -3.04158 0.05010 -0.37170  0.612
C -1.10319 -1.50331 0.24324  -0.249
C 0.70937 0.72324 1.14904  -1.216
C -1.46978 -0.19478 -0.09692  0.932
C -0.62006 1.02677 0.39367  1.524
C -0.26010 1.85740 -0.86888  -1.869
C 2.76035 -2.15226 -0.22696  -0.885
N 1.86412 -1.23946 0.48267  -0.479
O -3.58503 1.03892 0.16597  -0.792
O -1.09786 -2.42301 0.99892  -0.656
O 2.43964 0.67518 -0.64411  -0.836
O -3.59936 -0.80117 -1.06403  -0.735
O -0.95236 -1.24278 -1.04511  -0.497
O -1.49116 1.82525 1.14380  -0.708
H 0.46061 0.02957 1.92705  0.376
H 1.18972 1.76758 1.35953  0.349
H -1.13106 2.62211 -0.98911  0.364
H -0.12013 1.24689 -1.73125  0.338
H 0.62499 2.30804 -0.80759  0.571
H 3.55944 -1.56671 -0.66552  0.299
H 3.11940 -2.94221 0.45696  0.268
H 2.32718 -2.84882 -0.93803  0.222
H -2.38589 1.71127 0.89823  0.476

Its net charge is -2. The structure (SMILES) is C/N=C(\[O-])C[C@](C)(O)[C@@]1(C(=O)[O-])OC1=O. As for the HOMO-LUMO gap: 7.15 eV.